[1]
Computed, not measured: a structure of composition C5H14O3 in a non-equilibrium geometry, with ωB97M-V/def2-TZVPD.

ORCA input file:
```
! RIJCOSX wB97M-V def2-TZVPD def2/J DEFGRID3
* xyz 0 1
C -0.31 -1.48 -1.01
C 1.12 -1.08 -1.46
C 2.73 1.23 1.05
O -0.46 0.84 1.71
C 2.13 0.71 -0.06
C 1.90 -0.67 -0.31
H -0.44 -2.51 -0.67
H -0.62 -0.93 -0.12
H -1.04 -1.18 -1.76
H 1.53 -1.93 -2.02
H 1.01 -0.22 -2.11
H 3.18 0.56 1.77
H 2.91 2.30 1.04
H 0.44 1.15 1.54
H 1.86 1.37 -0.87
H 2.02 -1.38 0.51
H -2.76 0.06 -0.15
H -3.80 -1.25 -0.04
O -2.90 -1.02 0.19
H -2.94 1.91 -0.55
H -1.08 1.12 0.98
O -2.30 1.26 -0.27
*
```

F_max: 1.97 eV/Å
E_tot: -424.42451 Ha
Energy above the lowest of the compared OMol25 structures with the same formula, charge and spin: 477.1 kJ/mol
Frontier orbital gap: 3.567 eV


[2]
Computed, not measured: a cluster of 2 separate species, C4H11NOS in total in a non-equilibrium geometry, with ωB97M-V/def2-TZVPD.

ORCA input file:
```
! RIJCOSX wB97M-V def2-TZVPD def2/J DEFGRID3
* xyz 0 1
C -0.14 1.54 2.14
C 0.05 -0.89 1.93
C 0.50 -0.70 -3.31
C -0.61 0.29 1.53
N 0.22 0.43 -0.85
O -1.11 -1.55 -1.29
S -0.81 -0.27 -1.91
H -0.82 2.25 1.82
H 0.02 1.52 3.35
H 0.84 1.84 1.84
H 0.57 -1.17 1.01
H -0.61 -1.78 2.03
H 0.96 -0.77 2.56
H 1.42 -0.92 -2.79
H 0.39 0.19 -4.09
H 0.22 -1.60 -3.79
H -1.53 0.25 1.04
H 0.45 1.34 -1.22
*
```

F_max: 2.98 eV/Å
E_tot: -686.99646 Ha
Energy above the lowest of the compared OMol25 structures with the same formula, charge and spin: 558.9 kJ/mol
Frontier orbital gap (alpha / beta): 6.549 / 6.094 eV


[3]
Computed, not measured: a structure of composition C26H40N7O3P2ReS, with ωB97M-V/def2-TZVPD.

ORCA input file:
```
! RIJCOSX wB97M-V def2-TZVPD def2/J DEFGRID3
* xyz 1 2
Re -0.40 -0.35 -0.25
C -1.11 4.81 1.56
C 0.00 4.10 1.12
C -0.05 2.71 1.07
C -1.19 2.04 1.48
C -2.29 2.75 1.94
C -2.25 4.13 1.98
N -1.22 0.63 1.39
N -1.81 0.04 2.35
C -1.82 -1.32 2.14
C -2.38 -2.18 3.10
C -2.35 -3.53 2.87
C -1.77 -4.03 1.69
C -1.23 -3.17 0.75
C -1.23 -1.78 0.94
H -1.08 5.89 1.60
H 0.90 4.62 0.83
H 0.83 2.14 0.77
H -3.18 2.21 2.25
H -3.11 4.69 2.33
H -2.81 -1.76 3.99
H -2.77 -4.22 3.59
H -1.76 -5.10 1.51
H -0.80 -3.59 -0.16
C 0.72 -0.33 -2.17
H 1.45 -1.11 -2.38
H 0.06 -0.17 -3.02
C -4.66 1.40 -1.06
O -3.35 1.06 -0.58
P -2.34 0.17 -1.45
O -2.17 1.05 -2.81
C -1.84 2.43 -2.65
O -3.29 -0.92 -2.14
C -3.38 -2.26 -1.65
H -4.92 2.35 -0.61
H -5.38 0.64 -0.76
H -4.67 1.49 -2.15
H -1.39 2.76 -3.58
H -1.15 2.59 -1.82
H -2.74 3.02 -2.46
H -4.24 -2.71 -2.14
H -3.53 -2.29 -0.57
H -2.48 -2.82 -1.90
C 2.49 4.19 -2.42
N 2.14 3.26 -3.48
C 2.08 3.68 -4.88
C 1.72 2.38 -5.62
N 1.36 1.49 -4.51
C 1.71 2.02 -3.34
S 1.62 1.21 -1.82
H 3.51 4.54 -2.55
H 2.40 3.69 -1.46
H 1.81 5.04 -2.44
H 3.03 4.10 -5.20
H 1.31 4.45 -5.00
H 2.56 1.97 -6.18
H 0.88 2.51 -6.30
H 1.20 0.50 -4.61
C 4.48 -2.19 1.33
N 4.29 -0.77 1.60
C 3.94 -0.61 3.01
N 2.77 -1.38 3.42
C 3.00 -2.79 3.09
N 3.32 -3.01 1.68
C 2.18 -2.74 0.81
P 1.61 -0.98 0.95
C 3.28 -0.19 0.73
C 1.55 -0.88 2.79
H 5.33 -2.54 1.91
H 4.71 -2.33 0.27
H 3.77 0.45 3.22
H 4.79 -0.94 3.61
H 2.11 -3.36 3.35
H 3.83 -3.15 3.69
H 1.35 -3.39 1.08
H 2.44 -2.95 -0.23
H 3.20 0.89 0.93
H 3.60 -0.29 -0.31
H 0.69 -1.45 3.15
H 1.38 0.16 3.10
*
```

⟨S²⟩: 0.76
F_max: 0.60 eV/Å
E_tot: -2782.72460 Ha
Energy above the lowest of the compared OMol25 structures with the same formula, charge and spin: 71.7 kJ/mol
Frontier orbital gap (alpha / beta): 7.202 / 6.891 eV


[4]
Computed, not measured: a cluster of 2 separate species, C4H8NO3 in total in a non-equilibrium geometry, with ωB97M-V/def2-TZVPD.

ORCA input file:
```
! RIJCOSX wB97M-V def2-TZVPD def2/J DEFGRID3
* xyz -1 1
C 1.03 -0.71 -3.18
C 0.31 -1.11 -1.88
O -0.21 -0.14 -1.25
O 0.28 -2.32 -1.59
H 1.20 0.37 -3.20
H 0.32 -0.88 -4.00
H 1.92 -1.31 -3.39
C -1.40 0.21 2.56
C -0.15 1.04 2.37
O 0.40 1.63 3.29
N 0.27 1.11 1.10
H 1.14 1.62 1.00
H 0.07 0.48 0.31
H -1.63 0.05 3.62
H -1.27 -0.77 2.10
H -2.27 0.72 2.14
*
```

F_max: 1.13 eV/Å
E_tot: -437.79834 Ha
Energy above the lowest of the compared OMol25 structures with the same formula, charge and spin: 18.8 kJ/mol
Frontier orbital gap: 8.563 eV


[5]
Computed, not measured: a structure of composition C20H27FeN8 in a non-equilibrium geometry, with ωB97M-V/def2-TZVPD.

ORCA input file:
```
! RIJCOSX wB97M-V def2-TZVPD def2/J DEFGRID3
* xyz 3 5
Fe -15.60 2.52 -3.49
N -17.57 6.12 -2.21
C -16.58 5.26 -2.34
N -16.51 4.38 -3.34
C -17.50 4.46 -4.29
N -17.45 3.67 -5.38
N -16.26 3.11 -5.34
C -15.74 2.40 -6.34
C -14.43 1.97 -6.14
C -13.64 1.35 -7.11
C -12.46 0.74 -6.68
C -11.97 0.98 -5.37
C -12.85 1.59 -4.45
N -14.12 1.96 -4.76
C -18.60 5.41 -4.19
C -19.49 5.56 -5.24
C -20.33 6.66 -5.28
C -20.43 7.54 -4.13
C -19.57 7.28 -3.08
C -18.59 6.31 -3.18
H -17.60 6.58 -1.36
H -15.78 5.24 -1.57
H -16.26 2.17 -7.27
H -14.09 1.22 -8.09
H -11.91 0.11 -7.37
H -10.99 0.64 -5.04
H -12.52 1.81 -3.40
H -19.43 4.84 -6.10
H -20.90 6.82 -6.21
H -21.20 8.34 -4.10
H -19.65 7.91 -2.15
N -18.53 2.07 -2.00
C -18.15 0.90 -1.13
C -17.81 -0.36 -1.94
C -16.40 -0.46 -2.49
N -16.19 0.46 -3.73
C -15.46 -0.28 -1.31
C -15.62 1.10 -0.56
N -15.02 2.27 -1.40
C -17.08 1.31 -0.09
H -19.20 1.70 -2.75
H -17.66 2.46 -2.50
H -19.02 2.82 -1.45
H -19.05 0.68 -0.53
H -18.57 -0.43 -2.70
H -17.98 -1.27 -1.32
H -16.25 -1.48 -2.88
H -16.98 0.25 -4.39
H -15.36 0.16 -4.26
H -14.36 -0.44 -1.54
H -15.79 -1.04 -0.59
H -14.94 1.04 0.31
H -14.01 2.23 -1.31
H -15.25 3.12 -0.83
H -17.26 2.35 0.22
H -17.23 0.61 0.79
*
```

⟨S²⟩: 6.02
F_max: 4.84 eV/Å
E_tot: -2479.13660 Ha
Energy above the lowest of the compared OMol25 structures with the same formula, charge and spin: 0.0 kJ/mol
Frontier orbital gap (alpha / beta): 6.974 / 6.841 eV


[6]
Computed, not measured: the molecule C5H9NO2 in a non-equilibrium geometry, with ωB97M-V/def2-TZVPD.

ORCA input file:
```
! RIJCOSX wB97M-V def2-TZVPD def2/J DEFGRID3
* xyz 0 1
C -0.63 0.00 -0.85
C -1.96 -0.02 -0.13
C 1.08 -1.42 0.84
C 0.53 0.95 0.12
N 0.98 2.11 -0.41
C 1.34 -0.15 0.15
O 0.14 -1.36 1.81
O 1.67 -2.45 0.58
H 0.05 -2.26 2.17
H 0.35 2.87 -0.61
H 1.95 2.23 -0.69
H 2.38 -0.09 -0.19
H -0.63 0.67 -1.71
H -0.38 -0.99 -1.23
H -2.72 -0.47 -0.77
H -2.27 0.99 0.13
H -1.90 -0.60 0.79
*
```

F_max: 4.32 eV/Å
E_tot: -401.05958 Ha
Energy above the lowest of the compared OMol25 structures with the same formula, charge and spin: 307.6 kJ/mol
Frontier orbital gap: 8.462 eV
Structure (SMILES): CC/C(N)=C\C(=O)O


[7]
Computed, not measured: a structure of composition C25H28N7PdS2SeSi in a non-equilibrium geometry, with ωB97M-V/def2-TZVPD.

ORCA input file:
```
! RIJCOSX wB97M-V def2-TZVPD def2/J DEFGRID3
* xyz -1 1
Pd -0.23 1.03 -0.36
N -0.35 4.09 -1.46
C -1.06 3.98 -0.32
N -1.12 2.88 0.36
C -1.81 3.00 1.55
C -2.29 4.26 1.78
S -1.86 5.33 0.48
C -2.00 1.78 2.31
C -2.72 1.58 3.45
S -2.72 -0.10 3.87
C -1.72 -0.41 2.45
N -1.44 0.65 1.78
N -1.23 -1.63 2.14
H 0.06 3.20 -1.75
H -0.61 4.76 -2.16
H -2.86 4.63 2.61
H -3.25 2.29 4.06
H -1.73 -2.45 2.45
H -0.76 -1.68 1.24
Se -3.34 1.55 -0.73
N -1.96 0.66 -1.47
C -2.47 -0.25 -2.32
C -1.73 -1.11 -3.14
C -2.39 -2.00 -3.95
C -3.79 -2.05 -4.00
C -4.55 -1.20 -3.24
C -3.91 -0.28 -2.39
N -4.56 0.61 -1.62
H -0.65 -1.08 -3.10
H -1.82 -2.68 -4.58
H -4.28 -2.76 -4.66
H -5.63 -1.21 -3.27
C 2.75 -0.67 1.33
C 3.17 0.72 1.68
C 4.33 0.93 2.39
C 4.78 2.21 2.73
C 3.99 3.29 2.37
C 2.84 3.14 1.63
C 1.99 4.32 1.25
C 2.39 1.83 1.20
N 1.40 1.79 0.35
H 3.35 -1.41 1.86
H 2.85 -0.84 0.25
H 1.69 -0.82 1.57
H 4.92 0.07 2.71
H 5.71 2.35 3.26
H 4.30 4.29 2.66
H 2.49 5.26 1.48
H 1.04 4.29 1.79
H 1.77 4.27 0.19
C -0.42 -4.83 -0.31
Si 0.94 -3.75 -1.09
C 2.57 -4.21 -0.21
C 1.09 -4.15 -2.95
C 0.55 -1.98 -0.86
C 0.39 -0.77 -0.79
H -0.27 -5.89 -0.52
H -1.41 -4.56 -0.69
H -0.44 -4.71 0.77
H 2.82 -5.26 -0.35
H 2.48 -4.03 0.86
H 3.40 -3.61 -0.57
H 1.50 -5.14 -3.12
H 1.74 -3.42 -3.44
H 0.12 -4.09 -3.43
*
```

F_max: 2.39 eV/Å
E_tot: -4967.88481 Ha
Energy above the lowest of the compared OMol25 structures with the same formula, charge and spin: 131.8 kJ/mol
Frontier orbital gap (alpha / beta): 3.140 / 3.065 eV


[8]
Computed, not measured: the molecule C4H8N2O2 in a non-equilibrium geometry, with ωB97M-V/def2-TZVPD.

ORCA input file:
```
! RIJCOSX wB97M-V def2-TZVPD def2/J DEFGRID3
* xyz 0 1
C -0.18 0.99 -0.70
C 1.89 0.17 -0.08
C 1.60 -1.30 -0.06
N -0.94 0.57 0.41
N 1.15 1.12 -0.69
C -2.18 0.04 0.30
O -2.71 -0.15 1.55
O -2.79 -0.19 -0.72
H -3.61 -0.49 1.43
H -0.56 0.67 1.33
H 1.58 1.78 -1.34
H -0.75 1.38 -1.52
H 2.88 0.48 0.23
H 0.81 -1.55 -0.77
H 1.30 -1.66 0.93
H 2.50 -1.85 -0.32
*
```

F_max: 1.87 eV/Å
E_tot: -417.14246 Ha
Energy above the lowest of the compared OMol25 structures with the same formula, charge and spin: 298.0 kJ/mol
Frontier orbital gap (alpha / beta): 7.216 / 7.451 eV